This record from OMol25 describes C2HN5 in the gas phase. The level of theory is wB97M-V/def2-TZVPD.

## Properties
E_tot: -9531.43847 eV
spin multiplicity: 3
charge: 0
strongest force on any atom: 5.70 eV/A
LUMO energy (spin up / spin down): -0.6 / -3.6 eV
Kohn-Sham gap (spin up / spin down): 6.62 / 6.31 eV

Last columns: bonded neighbours and bond lengths (Å).
Positions of all 8 atoms, in Å:
1 N -0.79217 -1.05336 0.02359  N4 1.301, N7 1.261
2 H 3.45163 0.34547 -0.13841  C5 1.058
3 N -1.86388 1.36508 0.04985  N6 1.147
4 N -2.08855 -0.94334 0.03504  N1 1.301, N6 1.330
5 C 2.47223 -0.00863 0.05065  H2 1.058, C8 1.219
6 N -2.38820 0.34929 -0.05014  N3 1.147, N4 1.330
7 N -0.04441 -0.03825 0.00592  N1 1.261, C8 1.298
8 C 1.25337 -0.01626 0.02350  C5 1.219, N7 1.298